# 1
A molecular structure, C39H34ClHfN3SSi2, computed with ωB97M-V with the def2-TZVPD basis set.

```
! wB97M-V def2-TZVPD RIJCOSX def2/J DEFGRID3
* xyz 2 1
C -2.15233 -1.98082 3.56277
C -2.93599 -1.31858 2.57448
C -2.94585 -2.13903 1.38256
H -3.56324 -0.45345 2.76629
C -2.05788 -3.25083 1.62796
C -1.60932 -3.15515 2.99094
H -1.02754 -3.91139 3.52832
H -2.05039 -1.67172 4.60349
H -3.63997 -2.04008 0.54997
H -1.90390 -4.11412 0.97097
Hf -0.84813 -1.10269 1.13230
Si -0.44614 -1.11127 -1.28482
C -0.79025 0.21837 -2.68312
C 0.31192 0.53655 -3.48624
H 1.27460 0.03084 -3.32828
C 0.22504 1.50185 -4.49094
H 1.12980 1.76584 -5.04414
C -1.00707 2.10514 -4.74872
H -1.07207 2.85612 -5.53667
C -2.11868 1.76168 -3.97985
H -3.07293 2.24514 -4.18644
C -2.01538 0.83076 -2.93330
H -2.89058 0.58589 -2.32623
C -0.17952 -2.37348 -2.71664
C -1.21850 -2.65320 -3.60642
H -2.20723 -2.22579 -3.42103
C -0.96276 -3.37094 -4.77793
H -1.76339 -3.52536 -5.49826
C 0.32569 -3.85804 -5.03389
H 0.52851 -4.43452 -5.93582
C 1.35823 -3.60128 -4.12817
H 2.37562 -3.94191 -4.32304
C 1.10243 -2.86355 -2.96178
H 1.92119 -2.61309 -2.27857
H -1.75431 -0.90921 -0.54562
Si 2.08188 3.81087 -0.39734
C 2.26328 1.97589 -0.40980
C 1.15225 1.21582 -0.77037
H 0.24777 1.74223 -1.08015
C 1.16903 -0.18912 -0.72758
H -0.26330 -2.31250 -0.34261
C 2.37606 -0.84204 -0.44700
H 2.42244 -1.93563 -0.41043
C 3.51601 -0.08800 -0.15033
H 4.45399 -0.60326 0.05649
C 3.47769 1.30296 -0.12806
H 4.37442 1.89167 0.07854
C 0.50657 4.23509 -1.28499
C -0.74745 4.06312 -0.65582
H -0.79431 3.63748 0.34893
C -1.92225 4.44487 -1.30678
H -2.88518 4.27214 -0.82254
C -1.86417 5.04896 -2.56669
H -2.78298 5.37750 -3.05648
C -0.62803 5.21351 -3.20019
H -0.58893 5.65542 -4.19627
C 0.55104 4.80883 -2.57403
H 1.51022 4.93784 -3.07648
H 1.85241 4.10263 0.92201
Cl -1.77796 1.09175 1.07324
N 1.92291 -0.68445 4.53881
C 1.13962 0.31662 5.09158
C 1.15102 0.79624 6.39274
C 0.05534 1.58254 6.78446
C -0.99850 1.83249 5.89178
C -0.99848 1.29913 4.59301
C 0.09393 0.52271 4.18493
N 0.26979 -0.34499 3.09048
C 1.38262 -1.07877 3.36626
C 1.70940 -2.30852 2.69728
C 2.60940 -3.28222 3.07263
S 2.45458 -4.66602 2.05619
C 1.17535 -3.88040 1.18656
N 0.89578 -2.64779 1.62069
H 2.75250 -1.09247 4.94881
H 2.00040 0.55596 7.02990
H 0.02619 1.99179 7.79366
H -1.83351 2.45039 6.22827
H -1.80269 1.47245 3.88601
H 3.29673 -3.17019 3.89809
H 0.67746 -4.34118 0.33847
*
```

Computed properties:
Highest occupied orbital energy (eV): -12.6
E_LUMO (eV): -8.74

=====

# 2
C15H17N3O3S in the gas phase, computed with ωB97M-V with the def2-TZVPD basis set.

```
! wB97M-V def2-TZVPD RIJCOSX def2/J DEFGRID3
* xyz 0 1
C -4.08957 1.48367 1.72700
C -3.38786 1.97312 0.61623
C -2.03039 2.30606 0.77373
N -1.11157 1.45590 -0.16839
C -0.45604 1.79750 -1.46289
N 0.16320 0.86240 -1.84910
N 0.07954 -0.21926 -1.03022
C -0.87975 0.00283 -0.16483
C -1.29624 -0.94588 0.95270
O -0.53472 -2.04618 0.90212
C 0.63316 -2.09768 1.28557
C 1.42468 -1.11257 1.59030
C 3.01308 -1.15388 1.60425
C 3.46162 -2.26370 1.62923
C 2.75358 -3.48167 1.06155
C 1.51769 -3.30030 1.05751
C 0.77152 -4.42773 0.43122
H 1.32735 -5.33491 0.36978
H -0.28904 -4.65783 1.16709
H 0.10481 -4.17602 -0.31992
H 3.25605 -4.43874 0.94664
H 4.59055 -2.40921 1.95167
H 3.38409 -0.20004 2.19126
H 1.10396 0.02848 1.91478
H -2.55300 -1.22545 0.74031
H -1.18201 -0.29207 1.92425
S -0.47828 3.50601 -1.90633
C -0.09791 3.31422 -3.45655
H -0.28636 2.37946 -3.80171
H -0.17840 4.23879 -4.02213
C 1.47774 3.19947 -3.46242
O 2.24652 4.05367 -3.87519
O 2.08140 2.09080 -3.09081
H 1.54866 1.35279 -2.84242
H -1.49168 1.93689 1.84232
H -1.92111 3.31204 0.71334
H -3.85884 1.92989 -0.42415
H -5.07005 1.32142 1.76322
H -3.74638 1.23772 2.72097
*
```

Computed properties:
Highest occupied orbital energy (eV): -8.6
Relative energy (zero: lowest compared OMol25 entry of this formula, charge and spin) (kJ/mol): 1310.23
SMILES string: C=CCn1c(COc2ccccc2C)nnc1SCC(=O)O
E_LUMO (eV): 0.35

=====

# 3
A molecular structure, C6H8NP, computed with ωB97M-V with the def2-TZVPD basis set.

```
! wB97M-V def2-TZVPD RIJCOSX def2/J DEFGRID3
* xyz 0 1
C -0.99815 0.53557 -1.72932
C 0.35147 0.60919 -2.05711
C -1.58114 0.15399 -0.51069
C 1.35517 0.36495 -1.09126
C -0.80040 -0.04279 0.63413
C 1.09603 -0.16468 0.17085
N -1.16448 -0.35288 1.93366
P 2.21173 -0.43382 1.53364
H -1.61412 0.93991 -2.53114
H 0.57670 1.06756 -3.10293
H -2.70961 0.15142 -0.55443
H 2.42410 0.39275 -1.30214
H -0.33607 -0.64297 2.46465
H -1.79597 -1.19114 1.90584
H 1.47705 -1.68215 1.82894
H 1.50768 0.29508 2.40729
*
```

Computed properties:
Highest occupied orbital energy (eV): -7.9
Relative energy (zero: lowest compared OMol25 entry of this formula, charge and spin) (kJ/mol): 34.47
E_LUMO (eV): 0.66

=====

# 4
A molecular structure, C26H51AsN5OS2ScSi4, computed with ωB97M-V with the def2-TZVPD basis set.

```
! wB97M-V def2-TZVPD RIJCOSX def2/J DEFGRID3
* xyz -1 2
Sc -0.27385 -0.49398 0.07579
C 3.29487 -0.92871 3.03341
C 2.24198 -1.14681 1.99275
N 1.48437 -0.13419 1.54610
N 1.71401 1.06729 2.19633
C 1.76780 2.23919 1.55580
N 1.64030 3.32475 2.40630
S 1.97350 2.42394 -0.08300
C 1.95194 -2.41218 1.43734
C 2.69475 -3.59602 1.69460
C 2.41776 -4.73936 1.00236
C 1.38937 -4.73462 0.04048
C 0.65973 -3.57798 -0.11340
N 0.88475 -2.45053 0.57187
H 2.85464 -0.65694 4.00097
H 3.96794 -0.11722 2.74715
H 3.88824 -1.82110 3.20519
H 1.64844 1.07641 3.20478
H 0.94366 3.21801 3.13246
H 1.54680 4.18646 1.89385
H 3.49017 -3.59350 2.42523
H 2.99179 -5.63842 1.19210
H 1.14285 -5.61108 -0.54165
H -0.17665 -3.53217 -0.80111
O 1.14208 -0.64342 -1.42224
N 1.34052 0.12672 -2.47792
C 2.56437 0.08327 -3.04421
C 2.85078 0.82449 -4.15416
C 1.83850 1.63513 -4.68694
C 0.61058 1.67271 -4.08857
C 0.32550 0.91082 -2.93319
S -1.14774 0.91000 -2.10212
H 3.24887 -0.57277 -2.52961
H 3.83948 0.77624 -4.58452
H 2.02909 2.24007 -5.56403
H -0.18566 2.29635 -4.46849
C -2.37767 -5.55102 -0.08130
Si -3.20723 -3.94667 0.46646
C -2.98317 -3.94916 2.33255
C -5.06054 -4.13593 0.17138
As -2.52349 -1.93863 -0.48681
Si -2.61324 -2.40992 -2.77440
C -3.71702 -1.13276 -3.60474
C -0.92525 -2.44764 -3.63377
C -3.39440 -4.07635 -3.21915
H -2.88066 -6.36847 0.44793
H -1.32618 -5.56524 0.21035
H -2.44525 -5.75054 -1.14895
H -3.53392 -4.80720 2.73325
H -3.36343 -3.04795 2.80942
H -1.93455 -4.06382 2.61016
H -5.42589 -5.08984 0.56590
H -5.32780 -4.07419 -0.88462
H -5.58496 -3.32592 0.68353
H -3.32505 -0.12301 -3.47903
H -4.71674 -1.16415 -3.16688
H -3.79840 -1.34464 -4.67655
H -0.10059 -2.29309 -2.93885
H -0.87077 -1.66769 -4.39816
H -0.78339 -3.41471 -4.12488
H -4.31407 -4.31406 -2.68458
H -2.69141 -4.89883 -3.07955
H -3.63111 -4.02583 -4.28805
C -1.74645 3.66968 -0.00041
Si -2.56402 2.29130 0.99679
C -3.29573 3.25035 2.47191
C -4.04699 1.66567 0.01846
C -1.38322 0.97471 1.53063
Si -1.87095 0.12134 3.08294
C -0.91787 -1.45651 3.49583
C -1.50117 1.18563 4.61693
C -3.70783 -0.29602 3.12861
H -2.31396 4.59122 0.16596
H -1.73570 3.46396 -1.06983
H -0.70921 3.83963 0.30196
H -3.99830 4.00499 2.10421
H -2.50443 3.77530 3.01699
H -3.83152 2.62043 3.18417
H -4.46926 2.48636 -0.57006
H -4.83812 1.27631 0.66418
H -3.75832 0.86577 -0.66596
H -0.50043 1.56127 1.83097
H 0.06249 -1.20827 3.91030
H -0.75186 -2.12902 2.65408
H -1.46463 -2.02295 4.25602
H -0.42569 1.39147 4.67713
H -1.76971 0.63974 5.52731
H -2.02470 2.14278 4.62386
H -4.01648 -0.80671 2.21296
H -4.31955 0.60345 3.22406
H -3.92923 -0.94603 3.98009
*
```

Computed properties:
Highest occupied orbital energy (alpha / beta) (eV): -3.2 / -4.0
Relative energy (zero: lowest compared OMol25 entry of this formula, charge and spin) (kJ/mol): 0.00
E_LUMO (alpha / beta) (eV): 2.43 / 2.42

=====

no.,M (g/mol)
1,846.904
2,319.386
3,125.111
4,746.084